# 1
Molecular formula: C5H14N2O
Method: DFT, wB97M-V/def2-TZVPD

Calculated values
Largest force on an atom: 3.55 eV Å⁻¹
HOMO energy: -0.3221 hartree
Structure (SMILES): CNC(N)=O.CCC

Bonds (Å) are listed after each position.
Element x y z (Å)
1 C 1.746 -0.284 0.067  C2 1.516, C3 1.450, H4 1.089, H5 1.301
2 C 1.993 -1.606 -0.630  C1 1.516, H6 1.091, H8 1.092, H9 1.091
3 C 1.934 0.932 -0.700  C1 1.450, H7 1.087, H10 1.287, H11 1.087
4 H 2.114 -0.250 1.092  C1 1.089
5 H 0.458 -0.310 0.249  C1 1.301
6 H 1.490 -1.624 -1.598  C2 1.091
7 H 2.515 0.840 -1.614  C3 1.087
8 H 3.063 -1.753 -0.795  C2 1.092
9 H 1.619 -2.449 -0.046  C2 1.091
10 H 0.707 1.207 -0.976  C3 1.287
11 H 2.219 1.804 -0.117  C3 1.087
12 C -2.506 1.349 1.388  N13 1.460, H20 1.096, H21 1.088, H22 1.091
13 N -1.449 0.352 1.243  C12 1.460, C14 1.418, H17 1.013
14 C -0.959 0.143 -0.070  N13 1.418, N15 1.423, O16 1.278
15 N -1.552 -0.959 -0.748  C14 1.423, H18 1.011, H19 1.010
16 O -0.699 1.163 -0.795  C14 1.278
17 H -1.685 -0.516 1.707  N13 1.013
18 H -1.208 -1.049 -1.695  N15 1.011
19 H -1.507 -1.841 -0.258  N15 1.010
20 H -3.451 1.034 0.931  C12 1.096
21 H -2.175 2.272 0.916  C12 1.088
22 H -2.666 1.543 2.449  C12 1.091

=====

# 2
Molecular formula: C5H14N2O
Method: DFT, wB97M-V/def2-TZVPD

Calculated values
Largest force on an atom: 5.50 eV Å⁻¹
HOMO energy: -0.3006 hartree
Structure (SMILES): CCN(N)C(C)(C)O

Bonds (Å) are listed after each position.
Element x y z (Å)
1 C -0.369 0.743 0.059  C3 1.883, C4 1.511, N6 1.402, O8 1.375
2 C 0.852 -1.375 -0.760  C5 1.511, N6 1.787, H12 1.091, H13 1.093
3 C -2.151 1.217 0.440  C1 1.883, H15 1.089, H16 1.091, H17 1.090
4 C -0.007 1.495 -1.201  C1 1.511, H14 1.091, H18 1.094, H19 1.091
5 C 2.217 -1.094 -0.173  C2 1.511, H20 1.099, H21 1.093, H22 1.093
6 N -0.587 -0.641 0.004  C1 1.402, C2 1.787, N7 1.471
7 N -0.606 -1.205 1.362  N6 1.471, H10 1.022, H11 1.021
8 O 0.409 1.155 1.116  C1 1.375, H9 0.983
9 H 0.436 0.346 1.673  O8 0.983
10 H -1.487 -0.944 1.809  N7 1.022
11 H -0.649 -2.221 1.267  N7 1.021
12 H 0.792 -1.105 -1.815  C2 1.091
13 H 0.592 -2.433 -0.690  C2 1.093
14 H 1.072 1.510 -1.363  C4 1.091
15 H -2.774 0.487 0.954  C3 1.089
16 H -2.074 2.099 1.078  C3 1.091
17 H -2.613 1.452 -0.519  C3 1.090
18 H -0.309 2.543 -1.104  C4 1.094
19 H -0.508 1.064 -2.069  C4 1.091
20 H 2.942 -1.857 -0.488  C5 1.099
21 H 2.213 -1.108 0.920  C5 1.093
22 H 2.607 -0.127 -0.501  C5 1.093

=====

# 3
Molecular formula: C5H14N2O
Method: DFT, wB97M-V/def2-TZVPD

Calculated values
Largest force on an atom: 1.06 eV Å⁻¹
HOMO energy: -0.3332 hartree
Structure (SMILES): CC(C)[C@@H](O)N(C)N

Bonds (Å) are listed after each position.
Element x y z (Å)
1 C -0.337 0.889 -0.393  C2 1.555, C4 1.535, C5 1.539, H10 1.097
2 C -0.455 -0.661 -0.429  C1 1.555, N6 1.471, O8 1.422, H11 1.099
3 C 1.213 -1.106 1.356  N6 1.458, H14 1.096, H15 1.095, H16 1.095
4 C 1.083 1.438 -0.592  C1 1.535, H17 1.096, H18 1.095, H19 1.091
5 C -1.224 1.490 -1.498  C1 1.539, H20 1.095, H21 1.096, H22 1.095
6 N -0.068 -1.449 0.751  C2 1.471, C3 1.458, N7 1.447
7 N -1.118 -1.446 1.747  N6 1.447, H12 1.023, H13 1.022
8 O 0.269 -1.170 -1.541  C2 1.422, H9 0.973
9 H 0.303 -2.124 -1.351  O8 0.973
10 H -0.727 1.256 0.564  C1 1.097
11 H -1.503 -0.910 -0.645  C2 1.099
12 H -1.006 -2.233 2.392  N7 1.023
13 H -1.115 -0.599 2.319  N7 1.022
14 H 1.493 -1.864 2.097  C3 1.096
15 H 2.014 -1.096 0.610  C3 1.095
16 H 1.188 -0.141 1.875  C3 1.095
17 H 1.062 2.527 -0.714  C4 1.096
18 H 1.560 1.019 -1.484  C4 1.095
19 H 1.729 1.237 0.264  C4 1.091
20 H -0.883 1.188 -2.494  C5 1.095
21 H -1.213 2.584 -1.454  C5 1.096
22 H -2.265 1.169 -1.382  C5 1.095